{
  "formula": "C4H12S",
  "method": "ωB97M-V/def2-TZVPD",
  "symbols": ["C", "S", "C", "H", "H", "H", "H", "H", "H", "C", "C", "H", "H", "H", "H", "H", "H"],
  "positions_angstrom": [[-0.173, -2.097, -0.325], [-1.074, -0.566, -0.489], [-2.078, -0.802, -1.983], [0.514, -1.844, 0.368], [-0.967, -2.809, 0.096], [0.313, -2.804, -1.075], [-2.623, 0.170, -2.127], [-2.864, -1.698, -1.952], [-1.530, -0.807, -2.848], [1.341, 1.956, 1.871], [2.846, 2.004, 1.443], [1.100, 1.803, 2.868], [1.138, 3.024, 1.611], [0.769, 1.503, 1.052], [3.541, 1.907, 2.239], [3.134, 2.933, 0.880], [3.041, 1.306, 0.680]],
  "lowdin_charge": [-0.46, 0.74, -0.44, -0.04, 0.05, 0.08, 0.04, 0.09, -0.02, -0.13, -0.16, 0.03, 0.07, 0.03, 0.04, 0.07, 0.03],
  "smiles": "CSC.CC",
  "orbital_gap_ev": 9.6,
  "total_energy_ha": -557.70789,
  "homo_energy_ev": -8.503,
  "e_lumo_ev": 1.054,
  "relative_energy_kj_mol": 164.1,
  "spin_multiplicity": 1
}